[1]
C23H20DyNO2PS3Se | the ωB97M-V functional and the def2-TZVPD basis

Results
- strongest force on any atom (hartree/bohr) = 0.06933
- ⟨S²⟩ = 9.33
- multiplicity = 6
- LUMO level (spin up / spin down) (eV) = 2.513 / 2.514
- HOMO (spin up / spin down) (Eh) = -0.1922 / -0.1900
- charge = -1
- Kohn-Sham gap (spin up / spin down) (eV) = 7.74 / 7.69

Each line ends with the Mulliken charge.
Positions of all 52 atoms, in Å:
Dy  2.88  -0.58  0.16  0.840
C  -0.37  -0.23  3.21  -1.211
C  -1.36  0.78  2.64  0.620
C  -2.43  1.37  3.32  -0.658
C  -3.38  2.19  2.71  -0.647
C  -3.33  2.46  1.36  -0.622
C  -2.25  1.94  0.62  -0.381
C  -1.27  1.07  1.28  0.645
P  -0.05  0.22  0.29  1.132
C  -0.21  0.91  -1.42  0.496
C  -0.92  0.25  -2.40  -0.855
C  -1.01  0.77  -3.68  -0.764
C  -0.37  1.96  -4.04  -0.616
C  0.42  2.61  -3.09  -0.979
C  0.46  2.11  -1.77  1.160
C  1.23  2.90  -0.74  -1.250
C  -0.92  -1.39  0.09  -0.140
C  -2.30  -1.55  0.38  0.003
C  -2.84  -2.85  0.46  -0.590
C  -2.07  -3.94  0.30  -0.590
C  -0.72  -3.79  -0.06  -0.704
C  -0.09  -2.58  -0.15  0.731
C  1.37  -2.50  -0.46  -1.474
H  0.67  0.01  2.90  0.039
H  -0.71  -1.21  2.83  0.280
H  -0.40  -0.31  4.29  0.474
H  -2.50  1.10  4.38  0.372
H  -4.27  2.47  3.25  0.338
H  -4.12  2.99  0.87  0.442
H  -2.18  2.11  -0.47  0.294
H  -1.34  -0.73  -2.17  0.370
H  -1.61  0.24  -4.39  0.455
H  -0.37  2.33  -5.11  0.264
H  1.06  3.40  -3.43  0.405
H  1.71  3.81  -1.10  0.395
H  2.02  2.26  -0.38  0.197
H  0.63  3.19  0.12  0.257
H  -2.92  -0.64  0.52  0.343
H  -3.95  -2.90  0.59  0.290
H  -2.60  -4.89  0.48  0.319
H  -0.15  -4.73  -0.25  0.291
H  1.56  -2.22  -1.55  0.375
H  1.78  -3.48  -0.29  0.453
S  5.84  -4.13  -1.54  -0.312
C  5.19  -2.72  -1.05  0.208
S  5.07  -2.07  0.51  -0.345
S  4.74  -1.66  -2.45  0.123
O  4.52  -0.14  -1.77  -0.321
O  3.09  0.34  -1.79  -0.398
Se  2.85  3.27  3.30  -0.253
C  2.98  1.65  2.56  0.177
N  2.97  0.52  2.14  -0.680


[2]
C40H104O40P8 | the ωB97M-V functional and the def2-TZVPD basis

Results
- strongest force on any atom (hartree/bohr) = 0.09965
- multiplicity = 1
- LUMO level (eV) = 0.322
- HOMO (Eh) = -0.3682
- Kohn-Sham gap (eV) = 10.34
- structure (SMILES) = COP(=O)(OC)OC.COP(=O)(OC)OC.COP(=O)(OC)OC.COP(=O)(OC)OC.COP(=O)(OC)OC.COP(=O)(OC)OC.COP(=O)(OC)OC.COP(=O)(OC)OC.CCOC(C)=O.CCOC(C)=O.CCOC(C)=O.CCOC(C)=O

Each line ends with the Mulliken charge.
Positions of all 192 atoms, in Å:
C  -4.33  9.59  8.14  -0.582
O  -3.00  9.83  7.77  -0.327
P  -1.75  8.90  8.28  0.993
O  -0.42  9.11  7.57  -0.663
O  -1.83  9.14  9.90  -0.297
C  -1.08  8.29  10.70  -0.723
O  -2.36  7.41  8.16  -0.268
C  -2.15  6.71  6.90  -0.705
H  -4.67  10.31  8.89  0.256
H  -4.46  8.61  8.61  0.296
H  -4.95  9.73  7.26  0.253
H  -0.45  8.76  11.45  0.303
H  -0.38  7.64  10.16  0.311
H  -1.67  7.47  11.11  0.295
H  -1.33  6.00  6.96  0.257
H  -1.98  7.43  6.11  0.334
H  -3.07  6.22  6.58  0.269
C  -9.22  3.46  3.26  -0.568
O  -10.22  3.80  2.29  -0.331
P  -10.20  5.15  1.30  1.079
O  -10.66  6.32  2.00  -0.677
O  -11.15  4.58  0.06  -0.355
C  -11.34  3.26  -0.28  -0.647
O  -8.76  5.12  0.59  -0.248
C  -7.98  6.26  0.88  -0.779
H  -9.54  3.23  4.28  0.275
H  -8.40  4.18  3.22  0.210
H  -8.77  2.48  3.09  0.265
H  -11.24  3.14  -1.35  0.295
H  -12.32  2.84  -0.07  0.276
H  -10.55  2.56  0.03  0.275
H  -8.45  7.04  1.47  0.377
H  -7.36  6.57  0.04  0.277
H  -7.23  5.92  1.60  0.276
C  -5.75  15.06  3.52  -0.624
O  -6.24  16.23  4.17  -0.288
P  -7.79  16.28  4.78  0.966
O  -8.39  14.92  5.07  -0.673
O  -8.55  17.31  3.77  -0.255
C  -9.93  17.51  3.95  -0.786
O  -7.77  17.30  6.09  -0.298
C  -7.67  16.93  7.47  -0.683
H  -5.22  15.46  2.65  0.237
H  -6.54  14.33  3.31  0.334
H  -5.09  14.56  4.23  0.245
H  -10.43  16.56  4.11  0.331
H  -10.58  17.96  3.19  0.319
H  -10.20  17.94  4.91  0.316
H  -7.11  16.01  7.59  0.293
H  -8.64  16.83  7.97  0.270
H  -7.02  17.52  8.12  0.298
C  1.70  16.87  1.47  -0.703
O  2.39  17.49  0.37  -0.316
P  1.70  17.89  -1.06  0.979
O  0.29  18.28  -0.95  -0.637
O  2.65  19.12  -1.69  -0.364
C  2.43  19.82  -2.85  -0.672
O  2.05  16.61  -1.98  -0.226
C  1.28  15.47  -1.98  -0.731
H  0.63  17.09  1.49  0.340
H  2.11  17.33  2.37  0.267
H  1.79  15.79  1.57  0.284
H  1.76  19.20  -3.44  0.302
H  3.33  19.62  -3.43  0.297
H  2.28  20.90  -2.88  0.266
H  1.25  14.87  -1.06  0.277
H  1.45  14.82  -2.83  0.295
H  0.22  15.70  -2.11  0.341
C  1.15  21.63  8.18  -0.693
O  1.20  22.50  7.02  -0.299
P  -0.13  23.00  6.25  1.003
O  -1.03  23.97  6.96  -0.666
O  0.53  23.68  4.91  -0.387
C  -0.22  23.67  3.65  -0.566
O  -0.73  21.55  5.77  -0.219
C  -2.06  21.25  6.04  -0.796
H  0.89  20.60  7.90  0.281
H  0.61  22.02  9.04  0.324
H  2.14  21.46  8.59  0.273
H  0.32  22.91  3.08  0.245
H  -0.13  24.51  2.96  0.277
H  -1.29  23.53  3.80  0.278
H  -2.17  20.64  6.94  0.300
H  -2.56  20.93  5.13  0.298
H  -2.65  22.15  6.19  0.345
C  -21.20  13.01  1.77  -0.662
O  -20.80  14.28  2.12  -0.340
P  -19.93  14.68  3.42  1.055
O  -20.51  14.20  4.73  -0.666
O  -18.40  14.13  2.97  -0.300
C  -17.73  13.08  3.58  -0.698
O  -19.79  16.25  3.33  -0.329
C  -18.76  17.00  4.10  -0.667
H  -22.20  13.11  1.35  0.249
H  -21.30  12.40  2.67  0.337
H  -20.49  12.52  1.11  0.250
H  -17.90  12.18  2.99  0.268
H  -18.14  12.70  4.51  0.337
H  -16.68  13.36  3.70  0.264
H  -18.81  18.09  4.06  0.278
H  -17.81  16.77  3.62  0.293
H  -18.58  16.65  5.12  0.329
C  -16.62  28.15  -6.18  -0.654
O  -15.84  27.41  -5.28  -0.332
P  -15.65  25.78  -5.24  1.034
O  -16.91  24.93  -5.21  -0.659
O  -14.63  25.48  -6.52  -0.287
C  -14.77  24.30  -7.26  -0.740
O  -14.76  25.61  -3.87  -0.351
C  -14.13  24.40  -3.59  -0.644
H  -17.15  28.98  -5.73  0.278
H  -17.23  27.52  -6.83  0.308
H  -15.99  28.77  -6.81  0.280
H  -13.82  23.76  -7.24  0.291
H  -14.99  24.49  -8.32  0.296
H  -15.41  23.50  -6.90  0.339
H  -14.52  23.94  -2.68  0.277
H  -13.09  24.64  -3.39  0.278
H  -14.34  23.52  -4.19  0.286
C  -0.37  21.13  15.33  -0.642
O  -0.50  19.76  15.34  -0.239
P  -1.82  18.85  14.84  1.008
O  -2.43  19.28  13.53  -0.675
O  -1.28  17.26  14.77  -0.308
C  -0.32  16.92  13.74  -0.668
O  -2.81  18.79  16.12  -0.307
C  -2.24  18.88  17.35  -0.653
H  -0.71  21.54  14.38  0.312
H  0.67  21.45  15.39  0.247
H  -0.84  21.52  16.24  0.238
H  -0.51  17.53  12.86  0.326
H  -0.55  15.91  13.40  0.263
H  0.72  16.96  14.06  0.250
H  -1.37  18.23  17.46  0.324
H  -2.90  18.49  18.13  0.287
H  -2.06  19.91  17.67  0.238
C  -7.14  24.89  11.64  -1.139
C  -6.67  23.55  12.08  -0.154
O  -7.35  23.15  13.25  -0.338
C  -6.91  23.63  14.44  0.666
C  -7.78  22.91  15.54  -0.844
O  -6.13  24.55  14.75  -0.568
H  -6.99  24.94  10.56  0.369
H  -6.57  25.72  12.05  0.308
H  -8.21  25.06  11.71  0.321
H  -7.01  22.82  11.34  0.282
H  -5.61  23.55  12.34  0.287
H  -7.21  22.10  15.99  0.242
H  -8.53  22.45  14.89  0.288
H  -8.20  23.62  16.25  0.282
C  -16.58  14.90  -4.46  -1.105
C  -15.19  14.59  -5.01  -0.162
O  -14.57  13.83  -3.98  -0.344
C  -13.80  14.45  -3.11  0.780
C  -13.48  13.68  -1.89  -0.980
O  -13.39  15.66  -3.09  -0.622
H  -17.15  14.07  -4.05  0.301
H  -17.23  15.27  -5.25  0.365
H  -16.43  15.57  -3.62  0.302
H  -15.32  13.91  -5.85  0.260
H  -14.61  15.50  -5.18  0.320
H  -12.39  13.64  -1.93  0.263
H  -14.07  12.79  -1.68  0.305
H  -13.70  14.27  -0.99  0.316
C  -6.38  18.57  -8.07  -0.968
C  -7.66  18.32  -7.22  -0.329
O  -7.33  18.33  -5.82  -0.304
C  -7.20  19.48  -5.06  0.691
C  -6.70  19.08  -3.70  -0.938
O  -7.38  20.66  -5.43  -0.581
H  -5.84  17.62  -7.97  0.298
H  -5.63  19.26  -7.69  0.305
H  -6.69  18.98  -9.04  0.310
H  -8.49  18.95  -7.54  0.328
H  -8.07  17.34  -7.45  0.319
H  -5.99  18.25  -3.77  0.289
H  -7.50  18.71  -3.06  0.250
H  -6.25  20.01  -3.37  0.329
C  -14.54  11.84  11.49  -1.110
C  -13.37  12.70  11.12  -0.172
O  -12.98  13.62  12.13  -0.332
C  -13.76  14.70  12.41  0.716
C  -13.26  15.37  13.69  -0.920
O  -14.68  15.13  11.68  -0.579
H  -14.74  11.03  10.79  0.347
H  -15.35  12.53  11.28  0.303
H  -14.70  11.39  12.47  0.309
H  -12.54  12.02  10.93  0.277
H  -13.51  13.28  10.21  0.304
H  -13.68  16.38  13.61  0.303
H  -12.18  15.37  13.66  0.305
H  -13.78  14.88  14.51  0.251


[3]
CH3ClNO2S | the ωB97M-V functional and the def2-TZVPD basis

Results
- strongest force on any atom (hartree/bohr) = 0.08632
- multiplicity = 1
- LUMO level (eV) = 3.400
- HOMO (Eh) = -0.1356
- charge = -1
- Kohn-Sham gap (eV) = 7.09

Each line ends with the natural charge from an NBO analysis.
Positions of all 9 atoms, in Å:
C  1.08  0.12  -0.38  -0.278
N  -0.20  -0.68  0.94  -0.910
O  -1.35  1.28  -0.32  -1.088
O  -2.02  -1.01  -0.87  -1.032
S  -1.75  -0.12  0.25  1.564
Cl  2.70  -0.06  0.14  -0.056
H  0.98  -0.37  -1.30  0.192
H  0.49  0.99  -0.31  0.270
H  0.08  -0.14  1.84  0.338


[4]
C19H22Cl2N2O4S2 | the ωB97M-V functional and the def2-TZVPD basis

Results
- strongest force on any atom (hartree/bohr) = 0.02294
- multiplicity = 1
- LUMO level (eV) = 0.199
- HOMO (Eh) = -0.3070
- Kohn-Sham gap (eV) = 8.55
- structure (SMILES) = COc1ccc(N(CC(=O)NCCSCc2ccccc2Cl)S(C)(=O)=O)cc1Cl

Each line ends with the natural charge from an NBO analysis.
Positions of all 51 atoms, in Å:
C  1.95  4.80  -4.05  -0.252
O  2.69  4.29  -2.97  -0.479
C  2.38  3.05  -2.51  0.262
C  1.42  2.20  -3.04  -0.264
C  1.19  0.94  -2.51  -0.257
C  1.91  0.49  -1.41  0.205
N  1.71  -0.81  -0.91  -0.694
C  2.43  -1.26  0.27  -0.321
C  1.93  -0.50  1.51  0.662
O  2.62  0.27  2.13  -0.618
N  0.64  -0.78  1.78  -0.628
C  -0.18  0.09  2.60  -0.242
C  -0.90  1.11  1.70  -0.554
S  -2.48  1.67  2.41  0.198
C  -3.63  0.45  1.64  -0.537
C  -3.34  -0.94  2.09  -0.092
C  -2.63  -1.81  1.27  -0.169
C  -2.29  -3.08  1.70  -0.232
C  -2.67  -3.51  2.96  -0.205
C  -3.39  -2.66  3.79  -0.225
C  -3.71  -1.39  3.36  -0.024
Cl  -4.59  -0.35  4.42  0.008
S  0.34  -1.67  -1.32  2.314
C  0.73  -2.35  -2.95  -0.861
O  0.24  -2.78  -0.41  -0.959
O  -0.81  -0.82  -1.40  -0.941
C  2.88  1.33  -0.86  -0.287
C  3.11  2.58  -1.41  -0.051
Cl  4.30  3.60  -0.71  0.035
H  0.89  4.88  -3.82  0.178
H  2.09  4.19  -4.95  0.175
H  2.35  5.80  -4.23  0.206
H  0.82  2.52  -3.88  0.223
H  0.40  0.35  -2.93  0.223
H  2.23  -2.33  0.37  0.256
H  3.50  -1.10  0.13  0.231
H  0.16  -1.46  1.21  0.414
H  -0.91  -0.53  3.14  0.215
H  0.46  0.59  3.31  0.234
H  -1.11  0.68  0.72  0.227
H  -0.29  2.00  1.57  0.237
H  -4.62  0.78  1.95  0.247
H  -3.52  0.55  0.56  0.227
H  -2.34  -1.48  0.28  0.224
H  -1.72  -3.72  1.04  0.228
H  -2.40  -4.50  3.30  0.218
H  -3.69  -2.99  4.77  0.228
H  1.33  -1.63  -3.50  0.250
H  1.28  -3.26  -2.77  0.254
H  -0.20  -2.56  -3.46  0.254
H  3.44  1.06  0.01  0.260


Question: Number 1 is which compound?
Answer: C23H20DyNO2PS3Se